1.
CH2N2O3S in the gas phase in a non-equilibrium geometry, computed with ωB97M-V/def2-TZVPD.

The geometry in XYZ format:
```
9
Properties=species:S:1:pos:R:3:forces:R:3:mulliken_charge:R:1
C 0.9488 0.8736 0.5931 1.795 2.370 0.357 0.702
N 0.5480 -0.2952 0.8271 1.239 -0.089 2.474 -0.246
N -0.7068 0.7533 -0.8470 -2.349 2.987 -1.220 -0.575
O 1.5574 1.8741 0.5744 -1.644 -2.052 -0.043 -0.321
O 0.4778 -1.2746 -1.4699 1.319 -0.940 -1.442 -0.522
O -1.4925 -1.5193 -0.0854 -1.439 -0.592 0.246 -0.528
S -0.5193 -0.6980 -0.6819 0.164 -1.836 0.821 0.947
H 0.8843 -0.7117 1.7223 -0.246 0.021 -1.155 0.261
H -1.6976 0.9980 -0.6326 1.161 0.132 -0.037 0.282
```
Positions in Å, forces in eV/Å.

Kohn-Sham gap in eV: 10.47
E_LUMO in eV: -0.207
Energy above the lowest of the compared OMol25 structures with the same formula, charge and spin in kcal per mole: 41.7

2.
CH2N2O3S2 in the gas phase in a non-equilibrium geometry, computed with ωB97M-V/def2-TZVPD.

The geometry in XYZ format:
```
10
Properties=species:S:1:pos:R:3:forces:R:3:mulliken_charge:R:1
C -0.1331 -0.5010 0.9291 -1.921 0.310 0.392 0.595
N -0.4545 0.8481 1.3306 -0.324 -1.562 0.449 -0.172
N 0.3213 -0.1400 -0.3514 0.986 -4.145 -0.951 -0.208
O -0.4154 -1.5656 1.4184 1.000 1.305 -0.333 -0.520
O 1.1730 2.2501 0.1246 1.270 0.815 -0.584 -0.524
O -1.0562 2.0438 -0.8610 -0.017 -0.361 -0.406 -0.526
S 0.7733 -1.7466 -1.4583 -3.145 3.204 0.968 0.013
S 0.0125 1.4911 -0.1082 -0.397 0.532 0.644 0.906
H -0.7090 1.2669 2.2273 0.287 -0.286 -0.652 0.222
H -0.6345 -1.9333 -1.7952 2.261 0.188 0.473 0.214
```
Positions in Å, forces in eV/Å.

Kohn-Sham gap in eV: 9.23
E_LUMO in eV: -1.621
Energy above the lowest of the compared OMol25 structures with the same formula, charge and spin in kcal per mole: 24.5

3.
A molecular structure, CH2N2O3Si in a non-equilibrium geometry, computed with ωB97M-V/def2-TZVPD.

The geometry in XYZ format:
```
9
Properties=species:S:1:pos:R:3:forces:R:3:mulliken_charge:R:1
C 0.3954 -1.5610 1.5023 -0.019 0.091 0.853 0.251
N 0.9601 -2.1114 2.3529 -0.545 0.528 -0.969 -0.309
N -0.7904 -1.7699 -1.0695 0.028 0.271 0.185 0.900
O -1.8271 -1.5580 -1.6651 -0.652 -0.116 -0.729 -0.543
O 0.0053 -2.6449 -1.2750 0.416 -0.526 -0.330 -0.507
O 0.9218 1.0096 -0.4598 -1.285 -4.220 0.934 -0.649
Si -0.6080 -0.5819 0.2795 3.654 2.500 -0.720 0.529
H 1.7520 0.4365 -0.6643 -2.125 1.177 0.589 0.313
H -1.9870 -0.1697 0.5852 0.530 0.294 0.189 0.015
```
Positions in Å, forces in eV/Å.

Kohn-Sham gap in eV: 9.45
E_LUMO in eV: -1.993
Energy above the lowest of the compared OMol25 structures with the same formula, charge and spin in kcal per mole: 78.5

4.
CH2N2O4 in the gas phase in a non-equilibrium geometry, computed with ωB97M-V/def2-TZVPD.

The geometry in XYZ format:
```
9
Properties=species:S:1:pos:R:3:forces:R:3:mulliken_charge:R:1
N -0.1779 0.0767 0.2797 -0.386 -1.770 0.232 -0.319
C -1.1408 0.7458 -0.2590 -3.601 0.062 -1.882 0.611
O -1.3282 1.8717 -0.5328 0.346 0.300 -0.087 -0.431
O -2.2411 -0.3280 -0.7037 2.324 1.784 1.251 -0.382
N -3.3707 -0.2412 0.0830 -0.339 0.485 -1.180 1.097
O -3.5754 0.7046 0.7953 0.680 -0.203 0.217 -0.521
O -4.0782 -1.1473 -0.1850 -1.468 -1.156 0.492 -0.564
H 0.5837 0.6364 0.5178 1.618 0.297 0.901 0.247
H -0.4240 -0.8540 0.5923 0.825 0.200 0.056 0.262
```
Positions in Å, forces in eV/Å.

Kohn-Sham gap in eV: 11.62
E_LUMO in eV: 0.405
Energy above the lowest of the compared OMol25 structures with the same formula, charge and spin in kcal per mole: 25.6
SMILES string: NC(=O)O[N+](=O)[O-]

5.
CH2N2O5S in the gas phase in a non-equilibrium geometry, computed with ωB97M-V/def2-TZVPD.

The geometry in XYZ format:
```
11
Properties=species:S:1:pos:R:3:forces:R:3:mulliken_charge:R:1
O -0.4520 -1.8613 -0.4274 -0.768 -0.332 -0.132 -0.537
N -1.1960 -0.9857 -0.0455 2.915 0.477 -0.058 0.927
O -2.3485 -1.0291 0.2089 -2.017 -0.320 0.460 -0.594
C -0.4459 0.3950 0.0982 0.346 -1.705 -1.083 0.069
O -1.1706 1.3020 0.6934 -2.162 1.022 2.330 -0.468
O 0.7579 0.1253 0.6237 1.373 0.265 -0.286 -0.337
N 2.0023 0.2205 -0.4063 -1.052 -0.142 -1.232 0.629
O 1.8029 0.4559 -1.5732 -0.498 -0.190 2.443 -0.431
S 3.2547 -0.1429 0.4514 0.925 -0.039 0.214 -0.021
H -0.3873 0.6752 -0.8941 0.726 0.428 -2.541 0.395
H -1.8176 0.8452 1.2709 0.213 0.536 -0.115 0.368
```
Positions in Å, forces in eV/Å.

Kohn-Sham gap in eV: 8.87
E_LUMO in eV: -1.585
SMILES string: O=[N+]([O-])[C@@H](O)O[N+]([O-])=S

6.
CH2N2OS in the gas phase in a non-equilibrium geometry, computed with ωB97M-V/def2-TZVPD.

The geometry in XYZ format:
```
7
Properties=species:S:1:pos:R:3:forces:R:3:mulliken_charge:R:1
C 0.7719 0.1934 -0.0273 -2.338 0.881 2.344 -0.317
N 0.1058 -1.1022 -0.0627 1.426 -0.289 -0.678 -0.313
N -1.0810 -1.0506 0.0219 -1.417 -3.752 -0.308 0.234
O -1.7537 0.0080 -0.0284 -0.335 3.604 0.263 -0.194
S -0.5987 1.4596 -0.0204 0.046 -1.376 0.017 -0.036
H 1.2020 0.0656 0.9627 0.928 1.041 -0.215 0.289
H 1.3537 0.4264 -0.8459 1.692 -0.109 -1.423 0.336
```
Positions in Å, forces in eV/Å.

Kohn-Sham gap in eV: 9.22
E_LUMO in eV: -0.199
Energy above the lowest of the compared OMol25 structures with the same formula, charge and spin in kcal per mole: 37.1
SMILES string: C1N=NOS1

7.
CH2N2OS2 in the gas phase in a non-equilibrium geometry, computed with ωB97M-V/def2-TZVPD.

The geometry in XYZ format:
```
8
Properties=species:S:1:pos:R:3:forces:R:3:mulliken_charge:R:1
C -1.3737 -0.5997 0.4309 0.525 -2.352 -1.331 0.360
N -1.3909 -1.7411 0.1672 -0.067 2.178 0.912 -0.356
N 1.7771 -0.1788 -0.2212 -0.208 -1.732 1.820 -0.493
O -2.1470 1.6670 -0.6176 0.445 -0.092 -0.327 -0.470
S 0.7879 1.1599 -0.4874 0.810 -0.256 -0.476 0.027
S -1.1958 1.1659 0.3725 -0.764 0.170 1.387 0.357
H 1.3278 -1.0955 -0.3680 -0.057 0.653 -0.863 0.295
H 2.2145 -0.3778 0.7236 -0.684 1.430 -1.122 0.281
```
Positions in Å, forces in eV/Å.

Kohn-Sham gap in eV: 9.30
E_LUMO in eV: -0.352
Energy above the lowest of the compared OMol25 structures with the same formula, charge and spin in kcal per mole: 30.9

8.
A molecular structure, CH2N2S4 in a non-equilibrium geometry, computed with ωB97M-V/def2-TZVPD.

The geometry in XYZ format:
```
9
Properties=species:S:1:pos:R:3:forces:R:3:mulliken_charge:R:1
C 0.2215 -1.6478 0.6869 0.258 2.051 0.563 -0.057
N 0.6289 -2.8261 1.0439 1.375 -2.667 0.422 -0.138
N 1.7516 -3.4305 1.2298 -2.898 1.941 -0.475 -0.173
S 2.3847 -0.6296 0.9440 -0.855 1.257 -0.284 -0.192
S 3.0436 -2.4094 1.1729 1.583 -1.242 0.119 0.149
S -0.7311 0.6288 -1.0386 0.048 -0.655 -0.236 -0.198
S -0.4435 -1.4490 -1.0151 0.135 0.476 0.783 -0.024
H -0.2193 -0.9503 1.4747 0.343 -1.038 -1.269 0.440
H 0.1250 0.8920 -2.0527 0.011 -0.122 0.377 0.193
```
Positions in Å, forces in eV/Å.

Kohn-Sham gap (spin up / spin down) in eV: 7.42 / 7.41
E_LUMO (spin up / spin down) in eV: -0.762 / -0.766
Energy above the lowest of the compared OMol25 structures with the same formula, charge and spin in kcal per mole: 29.0